1.
{"formula": "C30H50BCl16IN4O", "method": "ωB97M-V with the def2-TZVPD basis set", "largest_force_ha_per_bohr": 0.021, "orbital_gap_ev": 8.3, "total_energy_ha": -9153.13338, "e_homo_ha": -0.311, "lumo_ev": -0.16, "species": ["C", "C", "C", "I", "C", "C", "B", "N", "O", "C", "C", "C", "C", "C", "N", "C", "N", "C", "C", "N", "C", "H", "H", "H", "H", "H", "H", "H", "H", "H", "H", "H", "H", "H", "H", "H", "H", "H", "H", "Cl", "C", "C", "Cl", "H", "H", "H", "H", "Cl", "C", "C", "Cl", "H", "H", "H", "H", "Cl", "C", "C", "Cl", "H", "H", "H", "H", "Cl", "C", "C", "Cl", "H", "H", "H", "H", "Cl", "C", "C", "Cl", "H", "H", "H", "H", "Cl", "C", "C", "Cl", "H", "H", "H", "H", "Cl", "C", "C", "Cl", "H", "H", "H", "H", "Cl", "C", "C", "Cl", "H", "H", "H", "H"], "positions_angstrom": [[0.1694, -3.0196, -0.0178], [0.6646, -2.8085, -1.4544], [0.1725, -1.4892, -2.0390], [0.8412, -1.2551, -4.0796], [0.4919, -0.2892, -1.2003], [1.7775, 0.0979, -0.8703], [3.1465, -0.5954, -1.2745], [3.8690, -0.2095, -2.4780], [3.7021, -1.5317, -0.4407], [1.9579, 1.2377, -0.0457], [0.9191, 1.9844, 0.4429], [1.1713, 3.1771, 1.3173], [0.4340, 3.1770, 2.6361], [0.0025, 4.5174, 3.1399], [0.2015, 2.1505, 3.3415], [-0.4078, 1.5994, 0.1176], [-1.4333, 2.3637, 0.5931], [-2.6166, 1.9310, 0.2701], [-2.8509, 0.7974, -0.5351], [-1.8780, 0.0869, -1.0296], [-0.6105, 0.4710, -0.6949], [-0.7100, -3.6555, -0.0362], [0.9190, -3.5060, 0.5944], [-0.1353, -2.0944, 0.4611], [1.7330, -2.9606, -1.5627], [0.1961, -3.5853, -2.0539], [-0.8944, -1.5773, -2.1533], [3.2750, 0.3189, -3.1069], [4.6536, 0.3976, -2.2541], [4.6548, -1.3767, -0.4263], [2.9635, 1.5264, 0.2280], [2.2346, 3.2165, 1.5495], [0.9522, 4.0947, 0.7784], [0.8975, 5.0303, 3.4978], [-0.6398, 4.3809, 4.0004], [-0.4493, 5.1053, 2.3482], [0.5801, 1.3249, 2.8686], [-3.4698, 2.4835, 0.6404], [-3.8758, 0.5032, -0.7672], [3.6971, 3.4214, 7.6420], [2.7461, 2.2137, 6.7318], [3.6243, 1.2265, 6.0142], [4.5399, 1.9648, 4.6679], [2.1005, 2.7442, 6.0426], [2.1232, 1.6885, 7.4531], [3.0102, 0.4387, 5.5826], [4.3449, 0.7749, 6.6909], [0.2673, 4.0350, -7.0930], [0.6148, 2.4429, -7.8196], [0.8827, 1.3890, -6.7796], [2.4187, 1.6828, -5.9171], [1.4665, 2.5602, -8.4813], [-0.2568, 2.1651, -8.4096], [0.9682, 0.4148, -7.2584], [0.0898, 1.3396, -6.0380], [-5.8524, 0.1053, -1.0968], [-7.1765, -0.8992, -0.4394], [-6.8992, -1.3141, 0.9807], [-5.5333, -2.4545, 1.0848], [-7.2982, -1.7589, -1.0924], [-8.0860, -0.3025, -0.4793], [-7.7715, -1.8180, 1.3927], [-6.6661, -0.4582, 1.6084], [-6.9261, -6.1668, 3.8373], [-5.1549, -6.1107, 3.6100], [-4.7711, -5.8799, 2.1736], [-5.1659, -7.2769, 1.1362], [-4.7480, -7.0419, 3.9913], [-4.7833, -5.2923, 4.2243], [-3.6953, -5.7272, 2.1046], [-5.2733, -5.0077, 1.7656], [4.4418, 6.2258, -9.0893], [4.6014, 4.7969, -8.0356], [4.9523, 3.5550, -8.8121], [3.6088, 3.0193, -9.8539], [3.6670, 4.6737, -7.4929], [5.3929, 5.0147, -7.3207], [5.1622, 2.7402, -8.1212], [5.8234, 3.7081, -9.4432], [7.2877, -2.2036, -1.6722], [8.4200, -1.0940, -0.8594], [7.9400, -0.7209, 0.5173], [6.4732, 0.2919, 0.4524], [8.5405, -0.2167, -1.4894], [9.3786, -1.6046, -0.7871], [8.7035, -0.1437, 1.0354], [7.7103, -1.6005, 1.1123], [-3.3555, 5.3502, 1.3852], [-3.0736, 6.5274, 0.0770], [-1.7785, 6.2700, -0.6468], [-0.3579, 6.6006, 0.3809], [-3.0941, 7.5227, 0.5126], [-3.9044, 6.4358, -0.6204], [-1.7047, 6.9257, -1.5125], [-1.7104, 5.2391, -0.9858], [-4.9125, -7.2024, 7.5521], [-5.8524, -8.5619, 6.8836], [-4.9709, -9.7126, 6.4711], [-3.9643, -9.2983, 5.0608], [-6.4319, -8.1845, 6.0439], [-6.5400, -8.8884, 7.6616], [-5.5886, -10.5620, 6.1854], [-4.3091, -10.0210, 7.2757]], "forces_ev_per_a": [[-0.1, 0.0, -0.2], [-0.3, -0.3, -0.3], [0.2, -0.3, 0.4], [-0.1, -0.1, 0.1], [0.3, 0.5, 0.0], [-0.5, -0.6, -0.1], [-0.1, -0.4, -0.7], [-0.3, 0.8, 0.6], [-0.1, 0.9, 0.6], [-0.4, 0.0, 0.1], [0.3, -0.1, 0.1], [0.1, -0.1, -0.1], [-0.4, 0.1, 0.2], [0.4, -0.3, 0.2], [0.3, -0.3, -0.1], [0.6, 0.4, 0.1], [0.1, -0.5, -0.4], [-0.4, 0.4, 0.3], [0.0, -0.2, -0.2], [0.1, 0.0, 0.1], [-0.2, -0.2, -0.3], [-0.2, -0.1, 0.1], [0.2, 0.0, 0.1], [0.2, 0.2, 0.1], [0.2, 0.3, 0.2], [0.2, -0.2, -0.3], [-0.3, 0.2, 0.0], [0.0, 0.1, -0.1], [0.4, -0.4, -0.2], [0.3, -0.6, -0.2], [0.2, 0.1, 0.0], [0.2, 0.0, 0.0], [-0.2, 0.1, -0.1], [0.1, 0.3, -0.1], [-0.3, 0.1, 0.0], [-0.1, 0.0, 0.2], [-0.1, -0.1, 0.1], [-0.1, 0.2, 0.0], [1.0, 0.2, 0.2], [0.0, 0.0, 0.0], [0.0, 0.0, 0.1], [0.0, -0.2, 0.0], [0.0, 0.0, 0.0], [0.0, 0.1, -0.1], [0.0, 0.0, 0.0], [-0.1, 0.0, 0.0], [0.1, 0.0, 0.0], [0.0, 0.0, 0.0], [0.0, -0.1, -0.1], [-0.1, -0.1, 0.0], [0.1, 0.1, 0.0], [0.0, 0.1, 0.0], [0.0, 0.0, 0.1], [0.0, 0.0, 0.0], [0.0, 0.0, 0.1], [-1.0, -0.2, -0.2], [-0.1, 0.0, -0.1], [-0.1, 0.0, 0.1], [0.0, 0.1, 0.0], [0.1, 0.0, 0.0], [0.0, 0.1, 0.0], [0.0, 0.0, 0.0], [0.1, 0.0, 0.0], [0.0, 0.0, 0.0], [0.1, 0.1, 0.1], [0.0, 0.1, 0.0], [0.0, 0.0, 0.0], [0.0, 0.0, 0.0], [0.0, 0.0, 0.0], [0.0, 0.0, 0.0], [-0.1, -0.1, 0.0], [0.0, 0.0, 0.0], [0.0, 0.0, 0.1], [0.1, -0.1, 0.1], [0.1, 0.0, -0.1], [0.0, 0.0, 0.0], [0.0, 0.0, 0.0], [-0.1, 0.0, 0.0], [0.0, 0.0, -0.1], [0.0, 0.0, 0.0], [0.1, 0.0, 0.0], [0.1, 0.0, 0.1], [-0.1, 0.1, 0.0], [-0.1, 0.0, 0.0], [0.0, 0.0, 0.0], [0.0, 0.1, 0.0], [-0.1, 0.0, 0.0], [0.0, 0.1, 0.0], [-0.1, 0.0, 0.0], [0.0, 0.0, -0.2], [0.0, 0.2, -0.2], [0.0, 0.0, 0.1], [0.0, 0.0, 0.0], [0.0, 0.0, 0.0], [0.0, 0.0, 0.1], [0.0, 0.0, 0.0], [-0.1, 0.0, 0.0], [-0.1, 0.0, 0.1], [0.1, -0.1, 0.0], [0.0, 0.0, 0.0], [0.0, 0.0, 0.0], [0.0, 0.0, -0.1], [0.1, 0.1, 0.0]], "mulliken_charge": [-1.18, -0.41, -1.40, 0.04, -0.21, 1.17, 1.00, -0.42, -0.72, -0.87, 0.21, -0.91, 0.95, -1.10, -0.83, 0.85, -0.23, -0.41, -0.09, -0.45, -0.09, 0.40, 0.27, 0.21, 0.28, 0.56, 0.57, 0.12, 0.25, 0.15, 0.42, 0.48, 0.13, 0.33, 0.36, -0.02, 0.29, 0.44, -0.16, -0.20, -0.16, -0.49, -0.19, 0.05, 0.32, 0.28, 0.38, -0.20, -0.05, -0.50, -0.17, -0.12, 0.37, 0.31, 0.34, -0.19, -0.43, -0.50, -0.18, 0.34, 0.31, 0.31, 0.33, -0.22, 0.03, -0.04, -0.20, -0.13, 0.30, 0.31, -0.04, -0.19, -0.30, -0.47, -0.21, 0.19, 0.32, 0.27, 0.39, -0.16, -0.43, -0.57, -0.13, 0.30, 0.33, 0.37, 0.32, -0.15, -0.53, -0.38, -0.18, 0.34, 0.31, 0.40, 0.22, -0.18, -0.42, -0.40, -0.19, 0.22, 0.35, 0.29, 0.32]}

2.
{"formula": "C14H36CeCl2OP3", "method": "ωB97M-V with the def2-TZVPD basis set", "spin_multiplicity": 2, "largest_force_ha_per_bohr": 0.216, "charge": 2, "orbital_gap_ev": [6.5, 6.0], "total_energy_ha": -3049.10668, "s2": 0.76, "e_homo_ha": [-0.573, -0.571], "lumo_ev": [-9.05, -9.51], "species": ["C", "C", "H", "H", "H", "O", "Cl", "Ce", "P", "C", "C", "H", "H", "H", "H", "H", "H", "C", "H", "H", "H", "P", "C", "C", "H", "H", "H", "C", "H", "H", "H", "H", "H", "H", "Cl", "C", "C", "P", "C", "C", "C", "C", "H", "H", "H", "H", "H", "H", "H", "H", "H", "H", "H", "H", "H", "H", "H"], "positions_angstrom": [[-0.4641, -0.0622, -3.9363], [-0.6707, -0.2937, -2.4424], [-1.4379, 0.1014, -4.4060], [0.0031, -0.9564, -4.3618], [0.2258, 0.7580, -4.1373], [-1.7720, -0.6450, -2.0479], [2.5243, -0.1919, -2.9242], [0.9160, -0.0503, -1.1361], [1.1999, -2.3947, -1.0205], [0.0522, -3.2294, 0.1282], [0.9591, -3.2605, -2.6086], [1.1851, -4.3261, -2.5005], [3.0226, -3.9494, -0.6455], [1.6312, -2.8143, -3.3458], [3.5923, -2.2893, -1.0350], [-0.9764, -2.9795, -0.1471], [-0.0759, -3.1383, -2.9382], [2.8646, -2.8797, -0.4735], [0.1871, -4.3150, 0.0921], [2.9699, -2.6340, 0.5854], [0.2429, -2.8738, 1.1444], [0.9882, 2.3191, -1.2461], [-0.1536, 3.0952, -0.0527], [2.6217, 2.9992, -0.8245], [1.2327, 2.7649, -3.6212], [0.6086, 4.1932, -2.7588], [-0.4698, 2.8161, -3.1206], [0.5475, 3.1031, -2.8406], [3.3998, 2.3662, -1.2549], [2.7096, 4.0243, -1.1991], [-0.1201, 4.1853, -0.1446], [0.1552, 2.7896, 0.9506], [2.7170, 2.9756, 0.2640], [-1.1740, 2.7476, -0.2362], [2.8180, 0.2842, 0.5336], [-3.4859, 1.1811, 1.0283], [-2.2391, 1.3690, 1.8917], [-0.8772, 0.2152, 1.3629], [0.3345, 0.8230, 2.6504], [1.1231, -0.2967, 3.3153], [-1.7720, -1.2982, 2.0131], [-2.5258, -1.1879, 3.3534], [-3.2431, 1.3684, -0.0427], [-4.2695, 1.8961, 1.3532], [-3.9029, 0.1573, 1.1245], [-1.9126, 2.4178, 1.7985], [-2.4888, 1.2780, 2.9599], [1.0586, 1.5460, 2.2471], [-0.2045, 1.3239, 3.4840], [1.6718, -0.9104, 2.5816], [1.8481, 0.1465, 4.0323], [0.4525, -0.9615, 3.8885], [-2.4428, -1.7247, 1.2429], [-1.0172, -2.0126, 2.3141], [-3.4662, -0.6111, 3.2711], [-2.8244, -2.2063, 3.6878], [-1.8771, -0.7521, 4.1498]], "forces_ev_per_a": [[0.4, 0.3, -0.4], [-9.6, -2.0, -5.2], [0.1, 0.0, 0.3], [0.0, 0.0, 0.1], [-0.1, -0.1, 0.0], [3.5, 0.9, 0.1], [1.1, 0.0, -1.2], [2.7, 1.1, 5.5], [1.7, -7.9, 0.7], [-0.1, 0.3, 0.0], [-0.1, 0.4, -0.3], [-0.1, 0.2, 0.1], [-0.1, 0.1, 0.0], [-0.1, -0.2, 0.0], [0.0, -0.2, 0.1], [0.1, -0.1, 0.1], [0.1, -0.2, -0.1], [0.1, 0.1, 0.0], [0.1, 0.2, -0.1], [0.0, -0.1, -0.1], [0.0, -0.2, -0.2], [1.1, 7.9, -0.1], [-0.1, -0.3, 0.0], [0.1, 0.3, -0.1], [0.0, 0.1, 0.1], [0.0, -0.2, 0.1], [0.0, 0.2, 0.0], [-0.2, -0.4, -0.3], [0.0, 0.2, 0.0], [0.0, -0.1, 0.1], [0.1, -0.1, -0.1], [-0.1, 0.3, -0.2], [0.1, 0.1, -0.2], [0.1, 0.1, 0.0], [-0.2, -0.3, 0.0], [-0.4, 0.1, -0.1], [-0.3, 1.0, -0.9], [-1.3, 0.7, 1.9], [0.1, -0.4, 1.0], [0.4, -0.5, 0.5], [0.3, -0.3, 1.0], [-0.6, 0.3, 0.4], [-0.3, -0.1, 0.6], [0.4, -0.4, -0.3], [0.2, 0.6, -0.2], [0.1, -0.4, 0.0], [0.4, -0.4, -0.4], [-0.4, -0.2, -0.1], [0.0, -0.1, -0.8], [-0.1, 0.2, 0.4], [-0.4, -0.4, -0.5], [0.3, 0.3, -0.2], [0.6, 0.2, 0.2], [0.3, -0.4, -0.7], [0.5, -0.2, 0.2], [0.3, 0.6, -0.3], [-0.6, -0.2, -0.6]], "mulliken_charge": [-1.15, 1.08, 0.44, 0.29, 0.24, -0.35, -0.17, -1.61, 1.47, -1.22, -1.26, 0.53, 0.50, 0.38, 0.37, 0.35, 0.37, -1.20, 0.59, 0.38, 0.20, 1.82, -1.36, -1.41, 0.38, 0.52, 0.41, -1.42, 0.37, 0.49, 0.64, 0.23, 0.45, 0.27, -0.28, -1.35, -1.05, 1.10, -0.69, -1.26, -0.50, -1.53, 0.20, 0.44, 0.28, 0.71, 0.57, 0.32, 0.62, 0.19, 0.39, 0.33, 0.50, 0.36, 0.34, 0.45, 0.27]}